This record from the OMol25 dataset describes C48H39INO4P2STi as an isolated structure. The level of theory is ωB97M-V with the def2-TZVPD basis set.

```
97
Properties=species:S:1:pos:R:3
Ti -0.184 -0.190 -0.388
O -0.644 1.319 1.090
C -0.100 1.183 2.391
C 0.461 2.253 3.052
C 0.997 2.039 4.315
C 0.977 0.776 4.889
C 0.425 -0.292 4.196
C -0.128 -0.092 2.937
P -0.743 -1.423 1.864
C 0.080 -2.930 2.413
C 1.391 -3.144 1.986
C 2.088 -4.256 2.424
C 1.476 -5.162 3.281
C 0.171 -4.953 3.704
C -0.532 -3.837 3.276
C -2.510 -1.615 2.202
C -3.212 -0.715 2.998
C -4.584 -0.862 3.161
C -5.251 -1.906 2.537
C -4.550 -2.810 1.747
C -3.185 -2.663 1.571
C -1.452 2.450 0.813
C -2.299 2.961 1.774
C -3.117 4.031 1.440
C -3.089 4.564 0.161
C -2.240 4.024 -0.796
C -1.406 2.958 -0.480
P -0.320 2.103 -1.672
C 1.235 3.021 -1.662
C 1.594 3.824 -0.585
C 2.833 4.447 -0.570
C 3.713 4.268 -1.627
C 3.354 3.466 -2.704
C 2.120 2.838 -2.724
C -1.043 2.315 -3.307
C -1.646 1.225 -3.933
C -2.211 1.375 -5.191
C -2.171 2.607 -5.827
C -1.555 3.691 -5.213
C -0.986 3.548 -3.958
H 0.477 3.236 2.600
H 1.441 2.869 4.847
H 1.400 0.620 5.872
H 0.428 -1.288 4.621
H 1.850 -2.443 1.304
H 3.104 -4.424 2.089
H 2.019 -6.035 3.617
H -0.301 -5.661 4.373
H -1.547 -3.672 3.612
H -2.687 0.083 3.508
H -5.128 -0.171 3.792
H -6.317 -2.025 2.680
H -5.069 -3.635 1.276
H -2.634 -3.374 0.963
H -2.317 2.538 2.771
H -3.784 4.444 2.186
H -3.730 5.397 -0.095
H -2.235 4.424 -1.801
H 0.900 3.986 0.231
H 3.108 5.083 0.261
H 4.676 4.760 -1.617
H 4.037 3.333 -3.532
H 1.846 2.207 -3.560
H -1.656 0.259 -3.446
H -2.670 0.527 -5.681
H -2.608 2.720 -6.810
H -1.509 4.647 -5.717
H -0.477 4.386 -3.497
C 7.420 -3.552 -0.805
C 6.101 -2.847 -0.937
C 5.473 -2.299 0.184
C 4.249 -1.667 0.079
C 3.657 -1.584 -1.176
C 4.261 -2.104 -2.316
C 5.482 -2.735 -2.183
S 2.116 -0.818 -1.351
O 0.969 -1.770 -0.996
O 1.900 -0.293 -2.668
O 1.936 0.201 -0.262
H 7.923 -3.286 0.122
H 8.078 -3.314 -1.640
H 7.268 -4.633 -0.808
H 5.961 -2.359 1.149
H 3.780 -1.212 0.941
H 3.780 -2.003 -3.280
H 5.971 -3.141 -3.059
I -3.676 -4.091 -3.041
C -3.605 -2.280 -2.014
C -4.763 -1.601 -1.658
C -4.639 -0.419 -0.944
C -3.387 0.047 -0.605
N -2.266 -0.597 -0.964
C -2.385 -1.736 -1.666
H -5.737 -1.989 -1.924
H -5.519 0.133 -0.644
H -3.267 0.958 -0.034
H -1.459 -2.237 -1.936
```

Computed properties:
spin multiplicity	2
ΔE to the lowest compared entry with this formula, charge and spin	0.0	kcal per mole
F_max	0.68	eV Å⁻¹
HOMO (spin up / spin down)	-13.4 / -13.4	eV
total charge	+2

These are the Löwdin partial charges, in e, on atoms 1 to 8:
1 Ti 0.9172
2 O -0.1904
3 C -0.2654
4 C 0.0117
5 C -0.0245
6 C -0.0364
7 C -0.0325
8 C -0.2761

---

This record from the OMol25 dataset describes C48H39N7OPY as an isolated structure at a distorted geometry. The level of theory is ωB97M-V with the def2-TZVPD basis set.

```
97
Properties=species:S:1:pos:R:3
Y -1.230 -0.012 -1.004
C 4.412 -1.010 -1.064
N 3.169 -0.476 -1.543
C 1.964 -0.697 -0.870
N 0.960 -0.106 -1.624
C 1.512 0.354 -2.757
C 2.927 0.156 -2.714
C 3.936 0.605 -3.647
C 3.785 0.418 -5.036
C 4.752 0.884 -5.902
C 5.869 1.556 -5.418
C 6.028 1.749 -4.052
C 5.080 1.276 -3.169
C 0.659 0.955 -3.764
C 1.115 1.969 -4.614
C 0.271 2.524 -5.560
C -1.047 2.104 -5.653
C -1.515 1.080 -4.836
C -0.680 0.504 -3.890
P 1.913 -0.621 1.056
C 0.843 0.819 1.345
N -0.268 1.152 0.666
C -0.742 2.314 1.207
C 0.096 2.685 2.265
N 1.076 1.736 2.317
C 2.190 1.719 3.229
C 0.032 3.815 3.179
C -0.174 5.114 2.692
C -0.179 6.187 3.563
C -0.008 5.980 4.930
C 0.161 4.690 5.425
C 0.179 3.615 4.559
C -2.016 2.824 0.710
C -2.379 2.563 -0.635
C -3.654 2.911 -1.080
C -4.559 3.504 -0.209
C -4.183 3.807 1.093
C -2.924 3.460 1.556
C 0.650 -2.033 0.750
N -0.657 -1.782 0.352
C -1.436 -2.751 0.859
C -0.637 -3.625 1.666
N 0.623 -3.137 1.600
C 1.792 -3.650 2.257
C -1.073 -4.728 2.478
C -2.295 -4.618 3.179
C -2.703 -5.623 4.028
C -1.926 -6.768 4.187
C -0.735 -6.903 3.480
C -0.306 -5.900 2.636
C -2.815 -2.868 0.423
C -3.445 -4.117 0.328
C -4.711 -4.225 -0.221
C -5.361 -3.103 -0.711
C -4.762 -1.850 -0.616
C -3.506 -1.723 -0.043
H 4.301 -2.096 -0.924
H 4.674 -0.568 -0.097
H 5.211 -0.829 -1.782
H 2.940 -0.132 -5.422
H 4.652 0.715 -6.962
H 6.611 1.938 -6.099
H 6.893 2.278 -3.684
H 5.190 1.497 -2.118
H 2.125 2.330 -4.520
H 0.643 3.274 -6.240
H -1.703 2.556 -6.379
H -2.514 0.702 -4.991
H -1.000 -0.459 -3.422
H 2.450 2.739 3.515
H 3.052 1.248 2.755
H 1.947 1.163 4.135
H -0.278 5.273 1.631
H -0.293 7.190 3.183
H -0.020 6.818 5.610
H 0.277 4.525 6.486
H 0.267 2.614 4.952
H -1.583 2.382 -1.395
H -3.920 2.783 -2.120
H -5.545 3.762 -0.558
H -4.873 4.310 1.750
H -2.636 3.673 2.574
H 1.500 -4.253 3.118
H 2.419 -2.821 2.596
H 2.383 -4.260 1.568
H -2.873 -3.712 3.098
H -3.627 -5.520 4.577
H -2.260 -7.553 4.848
H -0.152 -7.805 3.577
H 0.585 -6.052 2.047
H -2.931 -5.009 0.651
H -5.189 -5.191 -0.274
H -6.346 -3.193 -1.142
H -5.310 -0.979 -0.948
H -3.165 -0.697 0.242
O 2.480 -3.058 -0.543
N 1.549 -2.288 -0.672
```

Computed properties:
spin multiplicity	1
ΔE to the lowest compared entry with this formula, charge and spin	41.6	kcal per mole
F_max	2.59	eV Å⁻¹
HOMO (spin up / spin down)	-17.4 / -17.4	eV
total charge	+4

These are the Löwdin partial charges, in e, on atoms 1 to 8:
1 Y 1.7047
2 C 0.0232
3 N 0.0112
4 C -0.4908
5 N -0.0027
6 C -0.1013
7 C -0.0250
8 C -0.1756